#w
18
Properties=species:S:1:pos:R:3 method="wB97M-V/def2-TZVPD" charge=0 molar_mass_g_mol=168.6
C -0.51986 -1.52208 -0.00805
C -0.93932 -0.63736 1.04338
C 0.09684 -0.14667 0.11242
C -0.10413 0.83865 -0.97180
C 1.47655 0.09052 0.70034
O -1.97233 -1.51723 3.28347
O -0.82971 0.53125 3.42208
S -0.92679 -0.70781 2.78048
Cl 0.69509 -1.96396 3.16829
H -0.05770 -2.41552 0.41311
H -1.23437 -1.75257 -0.83941
H -3.01939 0.26319 1.47271
H 0.58402 0.73139 -1.74277
H 0.08478 1.81496 -0.52268
H -1.07337 0.75920 -1.35018
H 1.70423 -0.70988 1.39246
H 1.34998 1.06652 1.39301
H 2.29625 0.27728 -0.03724

---

#x
18
Properties=species:S:1:pos:R:3 method="wB97M-V/def2-TZVPD" charge=0 molar_mass_g_mol=168.6
C 0.02984 -1.39144 0.48289
C 0.12123 -0.00318 0.93662
C -0.40297 -0.23145 -0.41132
C -1.88874 -0.04145 -0.62774
C 0.44810 0.19147 -1.58495
O 1.72169 0.98299 2.77666
O 1.60482 2.10681 0.59002
S 1.54455 0.91021 1.36666
Cl 3.07792 -0.30472 0.68858
H 0.95991 -1.91132 0.28843
H -0.74091 -2.02788 0.89054
H -1.66775 0.77730 2.27840
H -2.22493 -0.58379 -1.50917
H -2.10692 1.01836 -0.76362
H -2.44171 -0.39561 0.23982
H 1.49102 -0.07329 -1.43106
H 0.38507 1.27035 -1.71957
H 0.08978 -0.29337 -2.49119

---

Of them, the most stable is #x and the least stable is #w.

---

#w
57
Properties=species:S:1:pos:R:3 method="wB97M-V/def2-TZVPD" charge=+1 molar_mass_g_mol=347.5
C -2.14354 -0.77672 -0.76986
C -0.93448 -1.38066 -0.58937
C 0.32444 -0.62573 -0.35075
C 1.58959 -1.40329 -0.75158
C 2.75129 -0.67110 -1.00315
C 3.99423 -1.30891 -1.12966
C 4.07867 -2.70856 -1.13874
C 2.89032 -3.44811 -1.09587
C 1.65661 -2.80461 -0.91093
N 0.31202 -0.02963 1.37504
C 0.58985 -1.27026 2.19998
C 1.51107 -0.87746 3.34346
C 2.13221 0.46003 2.97186
C 1.13287 1.13531 2.03649
C 1.81298 2.10049 1.11412
N 0.91340 2.60477 0.10034
C -0.23245 3.38649 0.60186
C -0.69966 4.20318 -0.60517
C 0.48479 4.19442 -1.60767
C 1.60332 3.40830 -0.91355
C -3.38918 -1.47227 -1.05920
C -4.58317 -0.71606 -1.19342
C -5.80951 -1.32503 -1.38923
C -5.90603 -2.72227 -1.48944
C -4.73970 -3.49849 -1.33171
C -3.49961 -2.89089 -1.11629
H -2.18935 0.32404 -0.77987
H -0.82839 -2.45349 -0.78287
H 0.33867 0.39842 -0.74236
H 2.68360 0.41573 -1.15541
H 4.89761 -0.70186 -1.22018
H 5.04341 -3.20869 -1.16326
H 2.92678 -4.54102 -1.19122
H 0.75034 -3.43216 -0.92829
H -0.68624 0.22157 1.53398
H 1.04464 -1.97026 1.49856
H -0.34700 -1.71719 2.54531
H 2.28733 -1.63845 3.42993
H 0.96140 -0.84344 4.29717
H 3.11307 0.35396 2.46450
H 2.29948 1.07963 3.86259
H 0.43296 1.74781 2.65888
H 2.71884 1.66017 0.64583
H 2.16500 2.94592 1.74859
H 0.06724 4.05302 1.43100
H -1.01306 2.73339 1.01561
H -0.97214 5.21821 -0.30925
H -1.57185 3.72111 -1.05388
H 0.20576 3.65914 -2.52394
H 0.82676 5.20189 -1.86106
H 2.17446 2.74269 -1.57999
H 2.33636 4.09117 -0.44083
H -4.50469 0.37239 -1.11448
H -6.70426 -0.70776 -1.50189
H -6.86456 -3.19060 -1.69292
H -4.81513 -4.57956 -1.40948
H -2.61736 -3.51867 -0.97835

---

#x
57
Properties=species:S:1:pos:R:3 method="wB97M-V/def2-TZVPD" charge=+1 molar_mass_g_mol=347.5
C 4.28970 -0.74688 -1.62841
N 2.87257 -1.04837 -1.51695
C 1.88788 -0.11014 -1.50529
C 0.62455 -0.74482 -1.34569
C -0.61845 -0.11948 -1.19151
C -1.88887 -0.76446 -1.38863
C -2.09606 -1.75866 -2.38779
C -3.30040 -2.44549 -2.48510
C -4.33816 -2.18599 -1.58086
C -5.58235 -3.01598 -1.60724
C -4.19163 -1.14005 -0.65974
C -3.01363 -0.41596 -0.59989
C 0.91488 -2.18516 -1.28688
C 0.14708 -3.32455 -1.09200
C 0.78313 -4.57874 -1.05461
C 2.17637 -4.69346 -1.19113
C 2.97469 -3.55149 -1.37301
C 2.32055 -2.32634 -1.39113
H 4.87425 -1.67006 -1.56558
H 4.51089 -0.25110 -2.58469
H 4.59534 -0.06799 -0.81829
H 2.11514 0.94464 -1.64497
H -0.63368 0.94694 -0.95923
H -1.27507 -2.00240 -3.05837
H -3.42882 -3.21630 -3.25145
H -6.31576 -2.63970 -0.89003
H -6.04011 -3.01654 -2.60226
H -5.35737 -4.05715 -1.35053
H -5.02174 -0.90394 0.01169
H -2.92212 0.40782 0.10539
H -0.93193 -3.23474 -0.98661
H 0.17450 -5.47016 -0.92303
H 2.64491 -5.67677 -1.14499
H 4.05371 -3.60645 -1.50301
C 2.33750 3.48706 3.71950
C 1.70513 2.46414 2.77202
C 2.79314 1.74008 1.99175
C 0.67376 3.10898 1.82206
C -0.37554 3.97998 2.53334
C -1.63197 3.90238 1.65232
C -1.41559 2.69001 0.72592
N -0.10451 2.16866 1.04302
H 2.90428 4.24876 3.16310
H 1.59513 3.99241 4.34940
H 3.04042 2.97691 4.38968
H 1.15021 1.73438 3.38512
H 3.37397 2.45309 1.38752
H 3.47991 1.25092 2.69256
H 2.37835 0.96386 1.34024
H 1.25868 3.74616 1.12385
H -0.58929 3.55368 3.51998
H -0.00865 5.00082 2.67352
H -2.54475 3.78617 2.24618
H -1.72304 4.80414 1.03903
H -2.18432 1.93233 0.92589
H -1.52107 2.96730 -0.33929
H 0.40425 1.71770 0.29505

---

Of them, the most stable is #x and the least stable is #w.

---

#w
18
Properties=species:S:1:pos:R:3 method="wB97M-V/def2-TZVPD" charge=+2 molar_mass_g_mol=114.2
C 0.35981 -0.87254 -2.10750
C 0.08913 -0.82645 0.66112
C 0.55198 1.10648 -0.73335
C -0.90335 1.25796 1.47388
N 0.25219 0.47116 -1.98801
N -0.12925 0.46684 0.49573
N 0.56900 -1.60002 -1.03602
N -0.12286 -1.44975 1.83142
H 0.30855 -1.27452 -3.15318
H 1.61200 1.01921 -0.44648
H 0.38035 2.18898 -0.79130
H -1.20622 2.15597 0.97859
H -1.66513 0.63961 1.79733
H -0.39976 1.59037 2.33994
H 0.18736 1.01090 -2.77824
H 0.27596 -2.54885 -1.09823
H 0.18457 -0.87668 2.67721
H -0.34432 -2.45867 1.87710

---

#x
18
Properties=species:S:1:pos:R:3 method="wB97M-V/def2-TZVPD" charge=+2 molar_mass_g_mol=114.2
C -2.20268 4.47167 -0.84060
C 1.39197 -1.09348 -0.02600
C 2.01730 -1.27171 1.31437
C -1.70267 -0.79818 0.24770
N 0.47523 -0.16496 -0.13333
N -1.88762 3.38488 -0.76617
N 1.91316 -1.68966 -1.07483
N -0.68327 0.15599 -0.01274
H -2.51742 5.50105 -0.89927
H 1.64244 -2.20579 1.74402
H 1.76791 -0.46245 1.99523
H 3.10008 -1.35308 1.23250
H -2.26908 -0.45353 1.11839
H -2.40389 -0.76872 -0.59267
H -1.34481 -1.81924 0.39862
H 2.76637 -2.22588 -0.97912
H 1.51816 -1.61881 -2.00345
H -1.58120 2.41190 -0.72266

---

#y
18
Properties=species:S:1:pos:R:3 method="wB97M-V/def2-TZVPD" smiles="C[C@H]1N=[N+](C)N=[N+]1C" charge=+2 molar_mass_g_mol=114.2
C 1.86967 1.27613 -0.58278
C 0.93055 0.40769 0.35559
N -0.57797 1.26628 0.71391
N -1.40861 0.41144 0.43610
C -2.91264 0.56742 0.51951
N -0.97226 -0.81035 0.02828
N 0.28474 -0.79796 -0.00516
C 0.97041 -2.05447 -0.40493
H 2.08668 2.39186 -0.23664
H 2.83639 0.89974 -0.47014
H 1.50329 1.33464 -1.59436
H 1.42917 0.61208 1.29949
H -3.20503 1.57935 0.26014
H -3.11092 0.25702 1.48250
H -3.32311 -0.17334 -0.28072
H 1.70676 -2.33511 0.35613
H 0.23784 -2.89341 -0.58538
H 1.65504 -1.93900 -1.29154

---

Of them, the most stable is #w and the least stable is #y.

---

#w
18
Properties=species:S:1:pos:R:3 method="wB97M-V/def2-TZVPD" smiles="C/C=N/CCNSO" charge=0 molar_mass_g_mol=134.2
C 0.57867 0.63724 3.45126
C 0.60391 0.71025 1.91323
N 0.36938 -0.30351 1.22963
C 0.63874 -0.45433 -0.13968
C -0.54208 -1.05114 -0.99169
N -1.17534 0.03836 -1.75927
S -0.43526 0.70591 -3.06856
O -1.15832 0.19170 -4.43735
H 1.44962 1.06593 3.80220
H -0.23957 1.14787 3.85522
H 0.74562 -0.48123 3.69276
H 0.72703 1.73011 1.55327
H 1.53850 -1.05891 -0.18883
H 0.79395 0.49380 -0.72397
H -0.16616 -1.71098 -1.82351
H -1.21087 -1.62262 -0.29146
H -1.76283 0.60940 -1.24386
H -0.75500 -0.64785 -4.82939

---

#x
18
Properties=species:S:1:pos:R:3 method="wB97M-V/def2-TZVPD" smiles="NC(=O)NCCCS" charge=0 molar_mass_g_mol=134.2
N -2.44005 0.76284 -1.06362
C -2.08800 -0.53448 -0.66942
O -2.77063 -1.49249 -0.98651
N -0.84900 -0.61343 -0.07995
C -0.21300 0.56462 0.59200
C 1.13304 0.11274 1.15987
C 2.30010 -0.23043 0.27674
S 2.27691 0.22740 -1.63012
H -3.43283 0.74453 -1.25484
H -2.21271 1.45166 -0.36011
H -0.79465 -1.50964 0.40298
H -0.14169 1.37672 -0.13037
H -0.80242 0.80249 1.47551
H 1.46641 0.89559 1.85474
H 0.83053 -0.70131 1.84546
H 3.15206 0.33233 0.63806
H 2.50601 -1.30176 0.26471
H 2.07992 -0.88738 -2.33515

---

#y
18
Properties=species:S:1:pos:R:3 method="wB97M-V/def2-TZVPD" charge=0 molar_mass_g_mol=134.2
C 0.40421 2.28285 -0.19579
C -0.15984 0.04842 0.31250
C -1.33271 -0.86209 0.93341
C 0.90776 -0.92149 -0.59976
H 0.59355 2.52275 0.84975
H -0.05884 3.08804 -0.59712
H 1.59837 2.10148 -0.67840
H 0.43081 0.50341 1.29114
H -1.53371 -0.53582 1.99977
H -0.69127 -2.01301 0.84247
H -2.43406 0.76140 -0.53574
H 1.62706 -3.05235 -0.30988
H 2.03197 -1.52579 1.43888
H -0.45735 -0.16449 -1.80760
N 1.65775 -1.82531 0.03531
N 0.50831 -0.85023 -1.93220
O -0.46918 1.17675 -0.46924
S -2.62284 -0.73453 -0.57750

---

#z
18
Properties=species:S:1:pos:R:3 method="wB97M-V/def2-TZVPD" charge=0 molar_mass_g_mol=134.2
C 1.76025 1.21542 -0.57530
C 0.26284 1.14591 -1.07165
C -0.57800 0.05483 -0.33361
C -0.40642 -0.00128 1.22813
N -0.23557 -1.34479 -0.92874
N -1.21625 -1.07080 1.89792
O -2.03277 -3.09979 0.35554
S -0.79586 -2.35109 0.61348
H 1.85841 1.58330 0.39713
H 2.27976 0.28333 -0.68101
H 2.40102 1.81201 -1.18604
H -0.13636 2.14493 -1.13857
H 0.21833 0.84527 -2.08948
H -1.62296 0.30580 -0.82903
H 0.67502 -1.67115 -0.88690
H -0.77595 1.03375 1.61471
H 0.56748 -0.10156 1.61968
H -2.22296 -0.78409 1.99374

---

Of them, the most stable is #x and the least stable is #y.

---

#w
24
Properties=species:S:1:pos:R:3 method="wB97M-V/def2-TZVPD" smiles="CNC(C)=O.CNC(C)=O" charge=0 molar_mass_g_mol=146.2
C -0.47710 2.64194 -1.75380
N -1.33933 2.21562 -0.61780
C -1.76177 0.94703 -0.46145
C -2.70045 0.64343 0.69024
O -1.48624 0.01630 -1.23447
H 0.32809 1.89445 -2.03786
H -1.07198 2.90301 -2.72226
H 0.09062 3.42407 -1.57408
H -1.64217 2.86405 0.15814
H -1.98005 0.57734 1.54196
H -3.27340 1.57534 0.95814
H -3.44389 -0.13534 0.58664
C 1.25513 -2.54622 -1.05774
N 1.03866 -1.88823 0.19177
C 2.10390 -1.25059 0.80546
C 1.73173 -0.71819 2.22242
O 3.21799 -1.42739 0.38439
H 2.22857 -2.24442 -1.43531
H 1.24347 -3.67750 -0.83602
H 0.52397 -2.39510 -1.89303
H 0.08457 -1.49754 0.25465
H 0.89316 -0.06245 2.15654
H 1.80632 -1.60532 2.86523
H 2.63020 -0.25430 2.80821

---

#x
24
Properties=species:S:1:pos:R:3 method="wB97M-V/def2-TZVPD" smiles="CNC(C)=O.CNC(C)=O" charge=0 molar_mass_g_mol=146.2
C 0.48101 -2.17348 -2.08199
N 0.78500 -1.95721 -0.64899
C 1.85001 -1.16708 -0.45286
C 2.21550 -0.86279 1.05110
O 2.52802 -0.63904 -1.31166
H 1.13997 -2.95204 -2.48590
H -0.51227 -2.56846 -2.30740
H 0.78114 -1.29172 -2.62928
H 0.42493 -2.59743 0.01529
H 1.28194 -0.47862 1.49096
H 2.61109 -1.49391 1.83845
H 2.68246 0.11511 0.91623
C -2.22477 -0.07193 1.10215
N -1.14309 0.94019 1.08435
C -1.50290 2.10956 0.41458
C -0.38633 3.06677 0.00599
O -2.64698 2.50228 0.42477
H -3.09856 0.53235 1.35172
H -2.46134 -0.46510 0.10002
H -2.13240 -0.90289 1.79367
H -0.29568 0.49552 0.75616
H 0.10521 3.39788 0.91638
H 0.38275 2.70045 -0.67596
H -0.86471 3.76161 -0.66778

---

Of them, the most stable is #x and the least stable is #w.